Here is the molecule C2H4O3 at a distorted geometry from OMol25. Energies are from ωB97M-V/def2-TZVPD.

Output
* HOMO: -0.39914 hartree
* structure (SMILES): O=C(O)CO
* ΔE to the lowest compared entry with this formula, charge and spin: 102.2 kJ/mol
* spin multiplicity: 1

The geometry in XYZ format:
```
9
Properties=species:S:1:pos:R:3:forces:R:3:nbo_charge:R:1
O -0.56327 1.74445 0.08525 -0.3775 -2.1994 -0.5266 -0.520
C -0.65292 0.53378 0.00405 -3.4327 2.8913 0.1607 0.737
O -1.90961 -0.05030 -0.11657 0.4161 0.7994 0.1197 -0.697
C 0.43719 -0.36969 0.11253 4.8655 -0.9726 0.2944 -0.206
O 1.68806 0.38389 -0.01683 -0.6102 -1.5127 2.2627 -0.726
H -1.97900 -0.98757 0.10739 0.5272 0.0601 -0.1336 0.485
H 0.45465 -1.28539 -0.52571 -0.4097 0.7847 0.3065 0.206
H 0.53049 -0.69169 1.18539 -0.4248 0.0178 -0.9106 0.235
H 1.99442 0.72252 -0.83551 -0.5538 0.1313 -1.5731 0.485
```
Positions in Å, forces in eV/Å.

---

Here is a 2-piece molecular cluster, C4H13N2O overall at a distorted geometry from OMol25. Energies are from ωB97M-V/def2-TZVPD.

Output
* HOMO: -0.10738 hartree
* net charge: -1
* ΔE to the lowest compared entry with this formula, charge and spin: 103.2 kJ/mol
* spin multiplicity: 1

The geometry in XYZ format:
```
20
Properties=species:S:1:pos:R:3:forces:R:3:nbo_charge:R:1
C 1.58111 -0.39707 1.66967 -0.9629 -0.7199 1.2685 -0.428
N 0.13864 -0.57248 1.91471 0.4382 0.1610 -0.5273 -0.634
C -0.39981 -1.74414 1.19125 0.1472 0.2998 -0.0832 -0.038
N -0.22509 -1.72566 -0.22523 0.3511 -0.5099 -0.1298 -0.928
H 1.97692 0.36622 2.32718 0.1218 0.0835 0.3786 0.176
H 2.13427 -1.34707 1.80075 0.1172 0.1968 -0.0078 0.136
H 1.70719 -0.03871 0.69054 0.1593 0.2888 -1.4942 0.233
H -0.05755 -0.72296 2.89066 0.1438 0.0702 0.3813 0.325
H -1.46111 -1.75968 1.41890 -0.4023 0.0063 0.2505 0.147
H 0.04182 -2.65849 1.63501 -0.0127 -0.1187 -0.2344 0.109
H -0.14376 -0.75567 -0.76895 0.1787 -0.3976 0.2738 0.443
H 0.62404 -2.23036 -0.47364 -0.1760 0.1974 0.0285 0.326
C -0.85032 1.23334 -1.29349 1.1611 0.2450 0.2565 -0.045
O 0.20655 0.39931 -1.59917 -0.6212 0.5059 -0.0757 -0.931
C -0.58432 2.69140 -1.73826 -0.0064 -0.0463 -0.5381 -0.625
H -1.02199 1.25378 -0.18539 -0.1624 0.0955 -0.2461 0.109
H -1.80798 0.92415 -1.74679 -0.2364 -0.0925 -0.1289 0.096
H -1.38650 3.36845 -1.39785 0.1417 -0.0519 -0.1129 0.164
H -0.51350 2.74262 -2.85395 -0.0923 -0.0386 0.7387 0.179
H 0.38091 3.04900 -1.34450 -0.2874 -0.1748 0.0019 0.187
```
Positions in Å, forces in eV/Å.

---

Here is the molecule C3H4BrCl2NO2 at a distorted geometry from OMol25. Energies are from ωB97M-V/def2-TZVPD.

Output
* HOMO: -0.39993 hartree
* structure (SMILES): C[C@@H]([N+](=O)[O-])C(Cl)(Cl)Br
* ΔE to the lowest compared entry with this formula, charge and spin: 0.0 kJ/mol
* spin multiplicity: 1

The geometry in XYZ format:
```
13
Properties=species:S:1:pos:R:3:forces:R:3:nbo_charge:R:1
C -0.42753 -1.43040 -0.02713 -0.2102 -0.1304 -0.2373 -0.680
C 0.22057 -0.11589 0.42169 -2.7942 0.2291 -2.7042 -0.072
N 1.63837 -0.08475 0.02485 -0.4526 2.8463 0.1807 0.506
O 1.92265 -0.51401 -1.05698 0.8223 -0.6383 -0.5494 -0.346
O 2.34644 0.59539 0.76103 0.1960 -0.8919 -0.3022 -0.367
C -0.80117 1.30674 -0.15437 1.6841 -2.1337 -0.3281 -0.211
Cl -2.41212 1.11890 0.61172 1.0192 0.1855 -0.1872 0.036
Cl -0.98731 1.23853 -1.94706 0.0649 -0.2388 0.8828 0.021
Br 0.07865 2.95894 0.27370 -0.2311 -0.2419 0.2634 0.149
H 0.06675 -1.71801 -1.06013 -1.3492 0.2512 2.2957 0.268
H -1.53566 -1.20611 -0.09981 1.2769 -0.6666 -0.2453 0.240
H -0.31275 -2.20527 0.82499 0.0629 1.0282 -1.7034 0.239
H 0.20311 0.05591 1.42750 -0.0890 0.4014 2.6343 0.218
```
Positions in Å, forces in eV/Å.

---

Here is a 2-piece molecular cluster, C18H33N5O7P overall at a distorted geometry from OMol25. Energies are from ωB97M-V/def2-TZVPD.

Output
* HOMO: -0.46296 hartree
* net charge: +1
* spin multiplicity: 1

The geometry in XYZ format:
```
64
Properties=species:S:1:pos:R:3:forces:R:3:nbo_charge:R:1
C -2.23692 -6.47878 -3.89821 -0.0476 0.1857 0.3761 -0.641
C -1.00477 -5.75751 -3.37681 -0.1369 -0.2884 -0.3241 -0.073
O -1.30332 -4.44109 -2.85681 0.4979 0.0605 0.1951 -0.514
C -1.56651 -4.36618 -1.54794 -0.4504 -0.0685 -0.0383 0.798
O -1.96720 -5.27876 -0.87334 0.2774 -0.0057 -0.1261 -0.576
C -1.27530 -2.99492 -0.99319 0.0689 0.2143 0.3596 -0.503
C 0.20255 -2.60027 -1.15639 -0.1805 -0.2790 0.1009 -0.403
C 0.67023 -1.76353 0.03319 0.0321 -0.0418 -0.3122 -0.211
N 1.69794 -0.75487 -0.35144 0.4486 0.1864 0.2550 -0.643
C 1.59557 0.46063 0.27936 0.0399 0.2475 0.0126 0.761
N 0.92282 1.46011 -0.35483 -0.8977 -1.1137 0.1925 -0.947
P 0.45246 1.28056 -2.01931 0.2291 0.4996 -0.4851 2.482
O 1.53606 0.86212 -2.88037 -0.1101 -0.0313 0.1067 -1.026
O -0.83253 0.33802 -2.00198 0.1447 -0.0014 0.1729 -0.978
O -0.08961 2.73984 -2.29126 -0.1386 -0.4518 0.3531 -0.974
N 2.12402 0.70359 1.46283 -0.1908 -0.0002 0.0875 -0.357
C 2.09763 2.02304 2.11792 0.4268 0.3723 -0.0380 -0.349
C 1.02975 2.18846 3.22723 -0.0552 -0.1147 0.3871 0.699
O 1.37910 2.00876 4.35829 -0.0952 -0.1733 -0.0939 -0.457
N -0.30171 2.56972 2.90552 0.2740 0.1703 -0.6137 -0.504
C -0.37377 3.77311 2.07037 -0.2440 -0.0871 0.2044 -0.419
C -1.14960 1.46937 2.45748 -0.2332 -0.0896 0.2940 -0.421
C 2.80318 -0.35062 2.18564 0.0731 -0.1451 -0.1487 0.145
C 2.25788 -0.88415 3.33168 -0.0898 -0.0909 0.0868 -0.260
C 2.97434 -1.89481 3.96833 -0.1642 0.1335 0.0346 0.071
N 4.12961 -2.36964 3.52794 0.0508 -0.0849 -0.0200 -0.369
C 4.63366 -1.84426 2.41680 -0.0144 0.1072 -0.0358 0.064
C 4.01552 -0.82032 1.71210 0.1079 -0.0046 0.0041 -0.292
H -2.68763 -7.09399 -3.12215 0.0140 -0.0578 -0.0213 0.226
H -1.97037 -7.09625 -4.75202 -0.0842 -0.0705 -0.0300 0.222
H -2.98600 -5.74553 -4.19476 0.0440 -0.0094 -0.2250 0.222
H -0.29526 -5.57931 -4.18157 -0.0326 0.1622 -0.0151 0.192
H -0.49906 -6.33858 -2.60683 -0.0502 0.0562 0.0886 0.194
H -1.52110 -3.05534 0.06830 -0.0678 -0.0417 -0.0044 0.221
H -1.92232 -2.23555 -1.43553 -0.0447 -0.0878 -0.1663 0.227
H 0.37561 -2.07254 -2.09054 -0.0116 0.0178 -0.0075 0.245
H 0.78998 -3.51947 -1.17295 0.1529 0.0632 -0.1397 0.218
H -0.16288 -1.25174 0.52255 -0.0411 0.1403 -0.1361 0.183
H 1.10091 -2.42062 0.79073 -0.0489 0.0839 0.1434 0.219
H 2.63618 -1.12489 -0.27835 -0.0617 -0.1899 0.0020 0.414
H 0.22863 1.91327 0.23265 0.3866 0.6248 0.0140 0.427
H -1.31659 0.30233 -1.16982 -0.1174 -0.0556 -0.0323 0.506
H -0.92033 2.91929 -1.81245 -0.0424 0.5398 -0.0557 0.517
H 2.02796 2.80433 1.36348 -0.0960 -0.0739 -0.1309 0.247
H 3.05522 2.12840 2.62283 0.0176 0.0156 -0.0074 0.261
H 0.27572 4.54088 2.48568 0.0847 0.0091 -0.0542 0.226
H -0.14371 3.62819 1.00825 0.1125 0.0390 -0.0727 0.157
H -1.39152 4.15465 2.11496 -0.0236 0.0068 -0.0017 0.238
H -1.55717 0.92277 3.30786 0.0708 -0.0349 0.0334 0.236
H -1.99677 1.87659 1.90691 0.0038 0.0563 0.0019 0.222
H -0.64380 0.73284 1.81592 0.0280 0.0241 -0.0714 0.143
H 1.31250 -0.54671 3.73221 0.0231 0.0000 0.0176 0.242
H 2.57820 -2.33089 4.87575 0.0264 -0.0622 0.0463 0.217
H 5.57523 -2.24710 2.06740 0.0448 -0.0303 0.0218 0.218
H 4.47548 -0.40655 0.82372 0.0439 0.0502 0.0011 0.237
C -3.66396 5.90925 -1.73355 -0.0226 -0.0908 0.1502 -0.639
C -2.30749 5.24349 -1.66745 -0.1124 0.1060 -0.0840 -0.070
O -2.30138 4.13592 -0.73818 0.3191 -0.5377 -0.3146 -0.760
H -3.96370 6.26428 -0.74781 0.0149 0.0421 -0.0073 0.220
H -3.64277 6.75611 -2.41820 0.0111 -0.0052 -0.0195 0.235
H -4.42554 5.20868 -2.08352 0.0104 0.0199 -0.0608 0.206
H -1.54938 5.93276 -1.30236 0.0327 -0.0254 0.0329 0.190
H -1.99992 4.89520 -2.65739 0.0377 0.0193 0.0102 0.170
H -2.98408 3.51818 -1.02656 -0.2446 0.1910 0.1074 0.467
```
Positions in Å, forces in eV/Å.

---

Here is the molecule C19H31N3 from OMol25. Energies are from ωB97M-V/def2-TZVPD.

Output
* HOMO: -0.28705 hartree
* structure (SMILES): CC(C)CCCN1C(Nc2ccccc2)=NC[C@@H]1CC(C)C
* ΔE to the lowest compared entry with this formula, charge and spin: 12.3 kJ/mol
* spin multiplicity: 1

The geometry in XYZ format:
```
53
Properties=species:S:1:pos:R:3:forces:R:3:nbo_charge:R:1
C 4.68038 1.24312 0.43708 0.0159 0.0791 -0.2818 -0.609
C 4.46127 1.19763 -1.07394 -0.0717 0.0052 -0.0078 -0.206
C 4.96406 -0.12604 -1.64574 -0.0187 0.2918 0.0328 -0.609
C 2.99804 1.47013 -1.45253 0.1337 -0.1679 0.1419 -0.394
C 1.99753 0.42981 -0.95502 -0.0266 0.4127 -0.2828 -0.409
C 0.56261 0.82791 -1.33008 0.3437 -0.0785 0.1988 -0.213
N -0.41825 -0.10328 -0.84018 0.0219 -0.0376 0.1035 -0.449
C -1.07022 -0.01705 0.37526 -0.3514 -0.3742 -0.3966 0.590
N -0.51052 0.74767 1.35462 0.5796 0.2596 -0.4426 -0.610
C -0.96548 0.96584 2.64671 -0.2543 0.0601 0.4950 0.248
C -2.13957 0.39794 3.13462 -0.0574 -0.0990 -0.1522 -0.286
C -2.53899 0.65900 4.43140 0.1019 0.1250 0.1475 -0.185
C -1.78628 1.47931 5.25609 -0.1029 -0.0104 0.1441 -0.247
C -0.61815 2.04372 4.77217 0.0326 0.0163 -0.0079 -0.196
C -0.20781 1.79121 3.47764 0.0006 -0.0342 -0.0782 -0.281
N -2.14766 -0.70053 0.47436 -0.1120 0.2120 0.5858 -0.567
C -2.37824 -1.35561 -0.79391 -0.0137 0.0405 -0.1075 -0.231
C -1.24289 -0.89690 -1.74342 -0.0145 -0.2406 -0.1739 -0.047
C -0.42962 -2.03658 -2.36743 -0.1402 0.0844 -0.2441 -0.394
C -0.99232 -2.62371 -3.67016 0.0189 0.0633 0.0366 -0.211
C -0.94220 -1.61559 -4.81789 0.0572 -0.2211 0.1582 -0.608
C -2.40669 -3.17225 -3.50719 0.3037 -0.0528 -0.0343 -0.609
H 4.18917 0.40696 0.92863 -0.0548 -0.0950 0.1082 0.201
H 5.74275 1.18604 0.66252 0.0984 -0.0186 0.0906 0.212
H 4.29339 2.17021 0.85479 -0.0362 0.0969 0.1196 0.204
H 5.05371 2.00468 -1.52220 -0.0279 -0.0498 0.0284 0.197
H 6.03626 -0.21835 -1.48865 0.1099 -0.0761 0.0017 0.211
H 4.47950 -0.96857 -1.15884 -0.0483 -0.1458 0.0344 0.202
H 4.76962 -0.18196 -2.71454 -0.0024 -0.0794 -0.1417 0.206
H 2.71643 2.44952 -1.05492 -0.0272 0.0806 -0.0432 0.196
H 2.92627 1.53061 -2.54177 -0.0288 0.0691 -0.0621 0.200
H 2.07300 0.32349 0.12810 -0.0157 -0.0943 0.0662 0.194
H 2.21789 -0.54307 -1.39435 -0.0460 -0.0909 0.0703 0.208
H 0.35100 1.83917 -0.95206 0.0123 -0.0277 -0.1190 0.188
H 0.47599 0.86767 -2.42029 -0.0243 0.0658 0.0531 0.208
H 0.35489 1.20784 1.11765 -0.1288 -0.1003 0.0456 0.394
H -2.71144 -0.23836 2.48011 -0.0479 -0.0115 0.0548 0.269
H -3.45102 0.21505 4.80281 -0.0742 -0.0437 0.0117 0.211
H -2.10579 1.67785 6.26814 -0.0257 0.0157 0.0808 0.210
H -0.02182 2.68477 5.40539 0.0463 0.0428 0.0324 0.211
H 0.70614 2.23485 3.10411 0.0856 0.0395 -0.0446 0.199
H -2.36066 -2.43800 -0.63829 -0.0161 -0.0183 -0.1592 0.187
H -3.37199 -1.08416 -1.16122 0.0569 -0.1179 -0.1020 0.194
H -1.63389 -0.24648 -2.53840 0.0219 -0.0215 0.0525 0.180
H -0.32278 -2.83341 -1.62780 0.0599 0.0210 0.0934 0.208
H 0.57220 -1.65755 -2.58389 0.0840 -0.0268 0.0118 0.199
H -0.33555 -3.46081 -3.93828 -0.0488 0.0533 0.0215 0.199
H -1.21793 -2.09915 -5.75233 -0.0366 0.0054 -0.1282 0.211
H -1.63533 -0.79472 -4.65066 -0.0767 0.1295 -0.0254 0.199
H 0.05988 -1.20616 -4.92889 0.1043 0.0903 -0.0568 0.204
H -2.44638 -3.90275 -2.70312 -0.0867 -0.0974 0.1036 0.209
H -2.72603 -3.65907 -4.42639 -0.1038 -0.0349 -0.0680 0.210
H -3.10788 -2.37340 -3.28259 -0.1691 0.1065 0.0350 0.201
```
Positions in Å, forces in eV/Å.

---

Here is the molecule C5H13NO2 at a distorted geometry from OMol25. Energies are from ωB97M-V/def2-TZVPD.

Output
* HOMO: -0.32531 hartree
* structure (SMILES): CC[C@@H](N)[C@H](O)CO
* ΔE to the lowest compared entry with this formula, charge and spin: 163.6 kJ/mol
* spin multiplicity: 1

The geometry in XYZ format:
```
21
Properties=species:S:1:pos:R:3:forces:R:3:nbo_charge:R:1
C 1.94567 -1.91133 -0.66516 -0.1725 0.0138 -0.1406 -0.616
C 0.71983 -1.08240 -1.01321 -0.3351 -0.0311 1.9892 -0.416
C 0.05672 -0.35951 0.34499 1.1929 -1.1278 -3.5484 -0.066
N 0.99771 0.31871 1.18061 0.1817 0.3794 0.4731 -0.860
C -0.90623 0.61099 -0.27640 -2.4775 0.8816 3.3025 0.076
O -0.28559 1.74042 -0.83368 0.1118 0.2616 -0.1300 -0.725
C -1.94235 1.12931 0.92098 1.1516 -0.2384 -1.8820 -0.080
O -3.03700 1.77824 0.31326 -0.2058 0.2359 -0.1313 -0.724
H 2.29734 -2.46587 -1.53501 0.0694 -0.0533 0.0096 0.212
H 2.76398 -1.27698 -0.32669 0.0642 -0.0140 0.0730 0.198
H 1.71081 -2.62660 0.12292 0.0858 -0.0886 0.0630 0.197
H -0.06444 -1.72322 -1.41830 -0.0553 -0.0400 -0.0187 0.196
H 0.97546 -0.36524 -1.79563 -0.1761 0.3368 0.3106 0.209
H -0.48335 -1.12120 0.90994 0.0901 0.0253 -0.0414 0.199
H 1.70292 0.80489 0.63749 0.0252 -0.2172 0.1350 0.365
H 1.43384 -0.29277 1.85608 0.1235 0.0802 -0.1429 0.375
H -1.53773 0.15519 -1.04007 0.1648 -0.0291 -0.0089 0.188
H 0.08462 2.24126 -0.09335 0.0130 -0.0399 -0.1105 0.472
H -2.34305 0.31468 1.52602 0.1139 -0.1399 -0.2082 0.174
H -1.40647 1.81631 1.59408 0.1126 -0.1740 -0.1538 0.157
H -2.68266 2.31512 -0.40887 -0.0784 -0.0212 0.1607 0.470
```
Positions in Å, forces in eV/Å.